# 1
One molecule with the formula C16H20Cl2N2O5, computed with ωB97M-V/def2-TZVPD.

Last column: natural (NBO) charge in e.
Geometry (Å):
C 1.49314 -4.49313 1.41378  -0.215
C 1.92084 -3.90043 0.42795  -0.042
C 2.38252 -2.84252 -0.62180  -0.519
C 1.83852 -1.39175 -0.27932  0.194
Cl 2.50105 -1.14560 1.41730  -0.013
N 2.45466 -0.57821 -1.35344  -0.688
C 1.55544 0.48833 -1.77564  0.747
O 1.68418 1.21970 -2.71877  -0.520
C 0.33941 0.44341 -0.75934  -0.216
C 0.69518 1.43206 0.41933  -0.080
O 2.08370 1.87117 0.23777  -0.568
C 2.26559 3.01526 1.03361  0.813
C 2.45427 2.90528 2.59477  -0.739
O 2.24724 4.12576 0.56325  -0.529
C -0.82665 1.19411 -1.52548  -0.517
C -2.14853 1.38835 -0.72019  0.728
O -2.93488 2.22703 -1.13765  -0.537
N -2.49985 0.68088 0.49836  -0.564
C -3.69342 -0.18657 0.32483  -0.423
C -2.73416 1.61060 1.62905  -0.411
C 0.25174 -1.10104 -0.48454  0.040
Cl -0.43996 -1.58458 1.15799  -0.036
C -0.29302 -2.07735 -1.58273  -0.559
C -1.78950 -1.86679 -1.96923  0.421
O -2.05996 -1.48592 -3.09799  -0.509
H 1.33314 -4.88347 2.43517  0.253
H 3.50202 -2.82396 -0.52281  0.272
H 2.14141 -3.19805 -1.65140  0.235
H 2.48966 -1.12523 -2.22494  0.393
H 0.08298 2.36911 0.43249  0.206
H 0.67966 0.91212 1.41632  0.224
H 3.20703 2.11228 2.83058  0.238
H 1.46302 2.72592 3.09307  0.236
H 2.82001 3.88773 2.98352  0.247
H -0.43952 2.22409 -1.75706  0.276
H -1.03578 0.71881 -2.52078  0.273
H -4.19180 0.03085 -0.65507  0.216
H -4.47299 -0.03057 1.11418  0.211
H -3.37981 -1.26363 0.41826  0.195
H -2.15007 2.56214 1.55901  0.209
H -3.81180 1.91411 1.74644  0.192
H -2.45933 1.05716 2.57140  0.204
H 0.39453 -2.04711 -2.46336  0.238
H -0.22133 -3.12743 -1.17447  0.267
H -2.66256 -2.07460 -1.29982  0.158

Results
**Energy above the lowest of the compared OMol25 structures with the same formula, charge and spin**: 0.0 kcal/mol
**Total charge**: 0
**SMILES**: C#CC[C@@]1(Cl)NC(=O)[C@@](COC(C)=O)(CC(=O)N(C)C)[C@@]1(Cl)CC=O
**Kohn-Sham gap**: 0.3414 Ha



# 2
A 5-piece molecular cluster, C16H20Cl4F16O3 overall, computed with ωB97M-V/def2-TZVPD.

Last column: natural (NBO) charge in e.
Geometry (Å):
C 1.55020 0.75282 1.17174  -0.149
C 0.29696 -0.02554 1.59726  0.619
C 0.70860 -1.38543 2.17522  0.506
F 1.46083 -1.22956 3.30381  -0.332
F -0.28863 -2.27260 2.39334  -0.318
F -0.41583 0.69758 2.49883  -0.320
F -0.48779 -0.20865 0.50880  -0.314
O 1.94132 0.29744 -0.12017  -0.528
C 3.23985 0.17684 -0.51186  0.850
C 3.22394 -0.16194 -2.01078  0.509
F 4.51178 -0.54416 -2.31258  -0.328
F 2.42212 -1.21818 -2.35105  -0.328
F 3.84510 1.38471 -0.33256  -0.330
F 3.87172 -0.73360 0.25092  -0.315
H 2.34638 0.72677 1.91211  0.226
H 1.22272 1.77325 0.97135  0.228
H 1.38499 -1.88751 1.47042  0.151
H 2.86383 0.71414 -2.55541  0.168
C -0.75234 3.85591 0.59224  -0.159
C -0.42010 4.96702 1.59358  0.602
C 0.91473 4.67865 2.31371  0.509
F 1.04651 5.62444 3.29980  -0.326
F 0.93684 3.45216 2.88890  -0.324
F -0.35883 6.16503 0.95273  -0.323
F -1.42992 5.10648 2.48231  -0.309
O 0.31977 3.45145 -0.25183  -0.525
C 0.71176 4.29118 -1.28673  0.847
C 1.44757 3.45720 -2.34100  0.509
F 2.69199 3.07134 -1.93565  -0.329
F 0.75466 2.37364 -2.72709  -0.312
F -0.36598 4.80076 -1.92324  -0.318
F 1.49026 5.27978 -0.83800  -0.308
H -1.66140 4.03446 0.01309  0.227
H -1.08429 2.98866 1.16981  0.238
H 1.77090 4.79405 1.64402  0.159
H 1.62290 4.11557 -3.20033  0.148
C -3.70310 -3.33135 0.13346  -0.434
C -3.62333 -3.54065 1.63545  -0.429
C -4.37526 -2.30925 2.15709  -0.072
O -5.31184 -1.95882 1.11934  -0.542
C -5.12030 -2.86126 0.00987  -0.071
H -3.47334 -4.29109 -0.33371  0.218
H -2.97801 -2.60209 -0.23122  0.207
H -2.59829 -3.67961 1.98091  0.224
H -4.16155 -4.45316 1.90362  0.196
H -3.68878 -1.46963 2.29123  0.170
H -4.92111 -2.51467 3.07812  0.179
H -5.35357 -2.32435 -0.90841  0.189
H -5.79498 -3.71910 0.09739  0.159
C -0.75775 -2.23688 -3.08450  -0.389
Cl -0.28191 -3.05830 -1.56057  -0.044
Cl -1.95196 -3.13333 -4.00153  -0.011
H -1.10839 -1.24538 -2.82748  0.224
H 0.15144 -2.21176 -3.67296  0.223
C 3.63019 -4.43174 -1.75337  -0.393
Cl 2.28267 -5.46785 -2.27189  -0.018
Cl 3.54816 -4.08482 -0.01304  -0.034
H 4.55729 -4.95370 -1.97187  0.220
H 3.70059 -3.48539 -2.28165  0.227

Results
**Total charge**: 0
**SMILES**: FC(F)C(F)(F)COC(F)(F)C(F)F.FC(F)C(F)(F)COC(F)(F)C(F)F.C1CCOC1.ClCCl.ClCCl
**Kohn-Sham gap**: 0.3555 Ha